{
  "formula": "C4H15NO3",
  "method": "ωB97M-V with the def2-TZVPD basis set",
  "e_above_lowest_kj_mol": 146.3,
  "total_charge": 0,
  "symbols": ["H", "H", "C", "H", "O", "H", "H", "C", "H", "O", "H", "H", "H", "H", "C", "N", "H", "O", "H", "C", "H", "H", "H"],
  "coordinates": [[3.455, 2.022, -0.162], [-0.212, 1.251, 2.368], [-0.439, 1.166, 1.312], [0.582, -0.056, -1.225], [0.070, -0.518, -1.910], [-1.643, 0.498, -0.652], [-1.315, -2.049, -1.748], [-0.777, -1.372, -1.088], [-2.528, -0.708, 2.297], [2.544, 0.184, -2.823], [2.240, 1.903, -1.113], [-1.248, 1.851, 1.050], [-0.936, -0.590, 3.144], [1.692, -0.215, -2.571], [-1.448, -0.889, 2.232], [-0.801, -0.261, 1.082], [-2.607, -0.766, 0.015], [2.554, 1.686, -0.224], [-1.315, -1.973, 2.152], [-1.571, -0.463, -0.146], [3.311, -0.052, -2.307], [-0.104, -1.950, -0.457], [0.498, 1.301, 0.775]],
  "forces_ev_per_angstrom": [[-0.149, 0.007, -0.126], [0.072, 0.298, 0.189], [0.062, -1.566, 0.028], [-0.100, 0.142, -0.214], [-0.150, -0.249, 0.767], [-0.110, 0.084, -0.207], [-0.236, 0.318, -0.061], [0.485, 0.313, -0.100], [0.002, 0.267, 0.120], [-0.235, 0.932, -0.993], [0.336, -0.086, -0.005], [0.153, 0.177, -0.099], [-0.146, 0.091, 0.078], [0.847, -0.483, 0.096], [0.453, -0.504, -0.385], [-0.741, 0.623, 0.525], [0.018, -0.373, 0.265], [-0.102, 0.060, 0.078], [-0.119, 0.010, 0.011], [0.397, 0.128, -0.393], [-0.395, -0.534, 0.501], [-0.114, -0.403, 0.034], [-0.228, 0.748, -0.112]]
}


{
  "formula": "C4H15NO3",
  "method": "ωB97M-V with the def2-TZVPD basis set",
  "e_above_lowest_kj_mol": 121.1,
  "total_charge": 0,
  "symbols": ["O", "H", "H", "O", "C", "H", "O", "N", "H", "H", "H", "H", "H", "C", "H", "C", "H", "H", "H", "H", "C", "H", "H"],
  "coordinates": [[-1.344, 0.748, 1.271], [-2.469, -3.027, -5.004], [1.421, 2.324, 2.426], [-0.782, -1.997, 1.417], [-0.708, 1.739, 2.070], [2.068, -0.999, -1.596], [-3.150, -3.682, -5.211], [1.470, 0.068, 0.076], [0.075, -2.280, 1.081], [2.142, 2.038, 0.302], [1.990, 0.708, -1.911], [0.502, -0.347, -1.749], [-3.643, -3.636, -4.381], [1.237, 1.474, 0.468], [-0.954, -1.194, 0.892], [1.494, -0.101, -1.364], [-1.861, 0.135, 1.796], [2.297, -0.271, 0.550], [-1.005, 1.679, 3.109], [-1.017, 2.678, 1.614], [0.808, 1.564, 1.952], [0.989, 0.578, 2.388], [0.438, 1.799, -0.196]],
  "forces_ev_per_angstrom": [[-0.384, -0.177, -0.225], [0.137, -0.153, -0.492], [-0.340, 0.147, 0.464], [-0.162, 0.090, -0.387], [0.568, 0.255, -0.515], [0.150, -0.052, 0.020], [0.178, 0.522, 0.704], [-0.411, 0.495, 0.292], [-0.020, 0.047, 0.107], [0.250, 0.592, -0.225], [-0.300, 0.189, -0.063], [-0.123, 0.612, -0.044], [-0.315, -0.368, -0.208], [-0.394, -1.354, 0.334], [0.418, -0.279, 0.231], [0.695, -1.073, 0.099], [0.022, 0.182, 0.391], [0.120, -0.041, -0.338], [-0.267, 0.101, 0.191], [0.008, 0.337, 0.367], [-0.290, -0.635, -0.969], [0.426, 0.126, 0.201], [0.034, 0.436, 0.067]]
}


{
  "formula": "C4H15NO3",
  "method": "ωB97M-V with the def2-TZVPD basis set",
  "e_above_lowest_kj_mol": 305.1,
  "total_charge": 0,
  "symbols": ["C", "C", "H", "C", "H", "H", "H", "O", "H", "O", "H", "H", "C", "H", "N", "H", "H", "H", "H", "O", "H", "H", "H"],
  "coordinates": [[0.037, -0.631, -0.460], [-0.585, -1.901, 0.167], [-0.759, -0.183, -1.336], [0.672, 0.720, 1.730], [-0.360, -1.903, 1.332], [-1.521, -2.124, -0.304], [-0.902, 1.110, 0.528], [-3.615, -0.480, -0.566], [2.190, -0.259, -0.366], [0.328, 1.912, 2.262], [1.001, 2.674, 1.867], [1.080, 3.344, -0.633], [1.411, -0.943, -0.991], [-0.022, -2.716, -0.377], [0.013, 0.639, 0.344], [1.504, -0.624, -2.023], [0.474, -0.236, 2.376], [1.701, 0.697, 1.531], [0.987, 1.805, -0.914], [1.313, 2.702, -1.251], [-3.449, -0.165, -1.488], [1.677, -2.031, -0.848], [-3.175, -1.408, -0.580]],
  "forces_ev_per_angstrom": [[-3.766, 2.300, -1.119], [2.486, -0.422, 0.212], [2.292, -1.831, 1.771], [-0.574, -2.991, -2.116], [-1.215, -0.472, -2.550], [-1.189, 0.280, 1.121], [0.625, -1.191, -0.764], [1.373, -2.005, -1.272], [-1.501, -1.787, -1.540], [1.786, 4.147, -0.114], [-2.704, -3.108, 1.535], [-0.783, 1.390, 1.596], [2.398, 1.323, 1.567], [-0.257, 0.388, 1.367], [0.254, 0.075, 1.766], [0.236, -0.202, -0.129], [-0.275, 2.057, -0.611], [1.697, -0.297, -0.124], [0.160, 1.738, 0.023], [0.558, -2.928, -1.528], [-0.281, -0.276, 1.096], [-0.074, 1.389, -0.349], [-1.246, 2.427, 0.163]]
}


{
  "formula": "C4H15NO3",
  "method": "ωB97M-V with the def2-TZVPD basis set",
  "e_above_lowest_kj_mol": 846.8,
  "total_charge": 0,
  "symbols": ["H", "H", "C", "H", "C", "H", "H", "H", "H", "H", "N", "H", "O", "C", "H", "H", "O", "O", "H", "H", "H", "H", "C"],
  "coordinates": [[3.825, -0.981, -1.883], [1.565, 0.291, 0.186], [3.217, 0.530, 1.288], [-1.751, 0.893, 0.934], [3.597, -0.213, 0.134], [-1.833, -1.368, 0.116], [-4.096, -0.598, -1.765], [3.819, -1.175, 0.404], [2.962, 0.687, -1.767], [-1.591, -0.847, -1.436], [-3.613, -0.644, -0.833], [-2.767, 2.545, 0.366], [0.667, 0.269, -0.138], [-2.323, -1.370, -0.879], [-2.135, -0.157, 2.179], [-2.456, -2.491, -1.117], [-1.465, 0.404, 1.842], [-2.644, 1.633, 0.063], [3.239, 1.573, 1.445], [3.468, 0.017, 2.219], [0.153, 0.739, 0.547], [-3.324, 0.378, -0.609], [3.484, -0.116, -1.296]],
  "forces_ev_per_angstrom": [[-0.128, 0.620, 0.277], [-0.118, -0.044, 0.109], [2.626, -1.391, -1.149], [-1.247, -0.279, 1.287], [-1.406, 1.709, -1.485], [-0.710, 0.052, -0.209], [0.821, -0.430, 1.144], [0.935, -2.392, 0.666], [-0.071, 0.505, -0.376], [0.882, 0.200, -1.405], [0.762, 1.078, -0.976], [-0.021, -0.345, -0.204], [-0.112, 0.362, 0.082], [-1.348, -1.821, 1.365], [-1.111, -0.546, 0.010], [0.288, 1.786, -0.187], [2.096, 1.190, -0.869], [0.720, 0.560, 0.003], [-0.806, 1.285, -0.586], [-0.761, -0.200, -0.167], [-0.332, -0.467, -0.223], [-0.974, -1.240, 0.048], [0.014, -0.191, 2.844]]
}